No. 1
Here is a 2-piece molecular cluster, C8H18ClO3P overall in a non-equilibrium geometry from the Open Molecules 2025 dataset. Energies are from ωB97M-V/def2-TZVPD.

Geometry as XYZ:
```
31
Properties=species:S:1:pos:R:3:nbo_charge:R:1
C -4.37 -0.34 -1.21 -0.587
C 2.40 -2.27 -0.38 -0.631
C 3.69 3.14 -0.91 -0.622
C -3.47 -0.79 2.37 -0.654
C -3.81 -1.25 -0.10 -0.478
C 3.16 -1.39 0.55 -0.104
C 2.36 2.46 -1.29 -0.089
C -3.26 -0.35 0.94 0.023
O 0.95 0.33 1.56 -1.012
O 3.01 -0.05 0.08 -0.795
O 1.67 2.10 -0.11 -0.768
P 1.45 0.51 0.17 1.967
Cl -1.89 0.60 0.70 0.027
H -4.70 -0.95 -2.13 0.200
H -5.13 0.33 -0.82 0.210
H -3.69 0.32 -1.53 0.205
H 2.75 -2.30 -1.40 0.213
H 2.21 -3.36 -0.15 0.228
H 1.47 -1.73 -0.48 0.192
H 3.47 3.82 -0.15 0.210
H 4.44 2.50 -0.47 0.215
H 4.12 3.66 -1.76 0.210
H -3.32 -0.06 3.08 0.221
H -2.82 -1.68 2.45 0.208
H -4.44 -1.11 2.41 0.208
H -4.59 -1.93 0.32 0.214
H -3.01 -1.87 -0.40 0.207
H 4.14 -1.78 0.98 0.214
H 2.67 -1.39 1.53 0.198
H 2.76 1.69 -1.95 0.187
H 1.78 3.14 -1.91 0.185
```

Properties
- LUMO energy (spin up / spin down): 0.022 / -0.067 Ha
- Gap between HOMO and LUMO (spin up / spin down): 9.77 / 5.29 eV
- E: -1342.77371 Ha

=====

No. 2
Here is one molecule with the formula C5H10O2 in a non-equilibrium geometry from the Open Molecules 2025 dataset. Energies are from ωB97M-V/def2-TZVPD.

Geometry as XYZ:
```
17
Properties=species:S:1:pos:R:3:nbo_charge:R:1
C -1.46 0.71 1.69 -0.659
C -0.31 0.52 0.74 0.160
C 1.10 0.43 1.14 -0.159
O 2.00 1.07 0.22 -0.723
C 0.29 -0.56 -1.25 0.100
C -0.15 -1.48 -2.33 -0.679
O -0.58 -0.20 -0.36 -0.382
H -2.38 0.93 1.14 0.227
H -1.26 1.57 2.35 0.221
H -1.65 -0.16 2.33 0.202
H 1.49 1.84 -0.07 0.463
H 1.39 -0.64 1.15 0.178
H 1.27 0.85 2.14 0.186
H 1.24 -0.02 -1.26 0.200
H -0.96 -2.13 -1.97 0.224
H -0.47 -0.92 -3.22 0.214
H 0.71 -2.10 -2.61 0.226
```

Properties
- LUMO energy (spin up / spin down): 0.017 / 0.035 Ha
- Energy relative to the best compared isomer or geometry (same formula, charge and spin): 102.1 kcal per mole
- Gap between HOMO and LUMO (spin up / spin down): 7.30 / 8.07 eV
- E: -346.86271 Ha

=====

No. 3
Here is one molecule with the formula C7H7ClN2O in a non-equilibrium geometry from the Open Molecules 2025 dataset. Energies are from ωB97M-V/def2-TZVPD.

Geometry as XYZ:
```
18
Properties=species:S:1:pos:R:3:nbo_charge:R:1
C 1.40 2.27 0.33 -0.267
O 0.51 1.30 0.91 -0.533
C -0.33 0.68 0.08 0.418
Cl -1.54 1.84 -0.51 -0.044
N 0.47 0.37 -1.10 -0.439
C 0.80 -0.80 -1.45 0.087
C 0.31 -1.96 -0.79 -0.276
C -0.44 -1.87 0.36 -0.092
C -0.91 -0.55 0.77 -0.424
C -2.41 -0.69 0.81 0.294
N -3.51 -0.96 0.93 -0.297
H 2.29 1.66 -0.07 0.188
H 1.68 3.04 1.06 0.205
H 0.86 2.57 -0.56 0.214
H 1.50 -0.83 -2.29 0.203
H 0.61 -3.03 -1.17 0.232
H -0.84 -2.67 0.93 0.232
H -0.45 -0.39 1.77 0.298
```

Properties
- LUMO energy: -0.012 Ha
- Structure (SMILES): CO[C@@]1(Cl)N=CC=C[C@@H]1C#N
- Energy relative to the best compared isomer or geometry (same formula, charge and spin): 63.1 kcal per mole
- Gap between HOMO and LUMO: 9.67 eV
- E: -915.79100 Ha

=====

No. 4
Here is one molecule with the formula C5H8O from the Open Molecules 2025 dataset. Energies are from ωB97M-V/def2-TZVPD.

Geometry as XYZ:
```
14
Properties=species:S:1:pos:R:3:nbo_charge:R:1
C -2.08 -1.19 1.19 -0.685
C -1.04 -0.94 0.19 0.024
C -0.21 -0.65 -0.63 -0.077
C 0.83 -0.10 -1.51 -0.125
O 1.15 1.24 -1.22 -0.527
C 1.47 1.49 0.13 -0.255
H -2.95 -1.67 0.74 0.236
H -1.71 -1.80 2.02 0.233
H -2.41 -0.23 1.60 0.237
H 0.51 -0.11 -2.55 0.215
H 1.73 -0.73 -1.42 0.185
H 2.22 2.28 0.14 0.189
H 0.59 1.82 0.70 0.176
H 1.89 0.60 0.63 0.172
```

Properties
- LUMO energy: 0.035 Ha
- Structure (SMILES): CC#CCOC
- Energy relative to the best compared isomer or geometry (same formula, charge and spin): 57.6 kcal per mole
- Gap between HOMO and LUMO: 10.50 eV
- E: -270.46605 Ha